Entry 1:
# C32H27CdClN11O3P

A molecular structure, C32H27CdClN11O3P in a non-equilibrium geometry (the ωB97M-V functional and the def2-TZVPD basis, the OMol25 dataset).

Values from the calculation:
**Frontier orbital gap**: 6.1072 eV
**Molecular weight**: 792.5 g mol⁻¹
**Total energy**: -82528.719 eV
**Relative energy (zero: lowest compared OMol25 entry of this formula, charge and spin)**: 1.415 eV

```
! RIJCOSX wB97M-V def2-TZVPD def2/J DEFGRID3
* xyz 0 1
C 5.01 -1.91 1.04
O -3.64 2.85 1.13
C 0.55 -3.84 -0.63
H 2.68 3.44 2.88
C 5.55 -3.20 1.21
H 0.87 3.09 2.96
H 2.02 1.77 2.56
C -1.96 0.18 -1.74
C -1.28 -4.89 -1.78
C 1.43 -4.11 -1.67
C -0.75 -4.21 -0.70
C -2.28 0.00 -3.96
C -1.90 5.87 1.85
H 0.28 -3.02 5.52
H -2.54 -1.75 -4.96
C 4.67 -4.26 1.32
H -1.82 3.33 -5.42
H -1.85 -1.14 -0.26
H -1.47 -3.93 0.03
N -2.17 5.38 0.80
H 5.63 -0.95 1.17
C -2.07 5.64 -2.33
C 0.05 -3.61 4.59
N -2.26 1.34 -4.12
C -0.93 5.21 3.88
C -1.80 5.45 -4.74
C -1.96 6.21 -3.59
C -0.28 -4.99 2.17
N -2.60 -0.74 -5.00
N -3.18 2.12 2.10
N -1.92 8.64 3.94
N -1.83 1.59 -1.81
C -0.71 -5.55 3.33
C 0.90 -4.59 -2.86
H 3.19 -0.74 0.77
C -1.88 4.04 -4.56
N 2.80 3.21 0.32
P 0.97 -2.76 0.70
C -1.44 6.22 3.09
H -2.00 7.31 -3.60
H -2.35 -5.24 -1.77
H 2.67 -4.99 1.57
H -1.23 -5.15 5.42
C 3.30 -4.14 1.26
N -2.09 -0.65 -2.77
H -2.26 6.26 -1.48
C 0.57 -3.07 3.42
H 3.64 2.99 0.85
C -1.90 2.04 -3.07
O 0.55 3.41 0.44
H 5.04 -5.28 1.31
O -1.92 1.95 2.13
H -0.13 -5.57 1.26
H -2.22 0.40 0.34
H -0.81 -5.25 -3.96
C -1.86 3.50 -3.27
C -1.71 7.55 3.62
C -0.67 -4.79 4.56
H 2.82 3.39 -0.72
Cd -1.63 3.32 -0.22
H 1.50 -4.65 -3.79
H -1.61 5.87 -5.74
H 6.61 -3.33 1.46
C 2.79 -2.87 0.89
C -0.44 -5.00 -2.95
C 1.83 2.84 2.42
H -1.27 -6.48 3.36
N -1.89 4.33 -2.22
H -2.71 -0.34 -5.93
N -1.88 -0.18 -0.42
H 2.51 -3.89 -1.59
C 3.62 -1.76 0.81
C 0.31 -3.66 2.18
C 1.67 3.15 0.99
N -0.45 4.31 4.44
Cl 1.52 -1.69 3.53
*
```



Entry 2:
# C44H31AsF2NPd

A molecular structure, C44H31AsF2NPd (the ωB97M-V functional and the def2-TZVPD basis, the OMol25 dataset).

Values from the calculation:
**Frontier orbital gap**: 7.3987 eV
**Molecular weight**: 793.1 g mol⁻¹
**Total energy**: -117367.633 eV
**Relative energy (zero: lowest compared OMol25 entry of this formula, charge and spin)**: 0.000 eV

```
! RIJCOSX wB97M-V def2-TZVPD def2/J DEFGRID3
* xyz 1 1
C -2.43 1.65 -0.91
H -5.70 -4.02 -1.41
As -1.84 0.02 -0.06
H -4.34 4.41 -0.52
C -1.82 -0.84 2.65
H 6.18 1.66 -0.99
C -1.67 0.27 1.82
H -2.16 -1.79 2.26
C -0.10 -0.17 -0.78
C 1.86 -0.88 2.07
H -4.46 -0.83 1.16
C -2.66 2.83 -3.00
C 1.68 6.39 -1.29
H -1.61 0.97 -2.79
H -1.60 -1.58 4.65
F 5.08 -0.69 -1.01
H 3.45 -3.54 -0.18
C 2.90 -5.22 -1.40
C 0.31 -4.24 -1.23
H 2.54 -0.56 -1.13
H -3.63 -3.78 -2.74
H -2.46 2.91 -4.06
C 1.34 -3.56 -0.60
C -1.03 0.49 4.50
C -1.50 -0.72 4.00
H 3.91 -5.59 -1.47
C -5.20 -2.45 -0.05
C 4.40 0.46 -1.05
C -3.22 2.61 -0.27
H -0.25 -5.92 -2.43
F 5.06 3.96 -1.09
H -0.51 2.52 4.05
H 1.54 -4.25 1.96
H -3.87 4.60 -2.94
H -1.08 4.49 -1.59
C -3.45 3.77 -2.37
C -4.27 -1.48 0.30
C 5.10 1.64 -1.03
C -1.19 1.48 2.31
H 2.74 -1.75 5.22
H 2.49 0.24 3.78
C 2.98 2.83 -1.15
C -2.87 -2.17 -1.54
H -1.96 -2.06 -2.12
C 2.64 -4.06 -0.68
H 1.76 0.00 1.44
C 3.01 0.41 -1.11
H 2.02 7.42 -1.24
C -3.72 3.67 -1.01
C 2.30 1.59 -1.14
H 3.65 5.57 -1.07
C 0.34 6.10 -1.43
H -3.45 2.52 0.78
C 2.14 -3.12 3.68
H -1.03 2.32 1.65
C 1.74 -3.26 2.36
C -0.04 4.77 -1.48
C -3.81 -3.14 -1.89
C -0.88 1.58 3.66
C 2.16 4.04 -1.25
C -4.97 -3.27 -1.14
C 0.46 -1.28 -0.39
N 0.84 3.77 -1.40
C 1.86 -5.89 -2.04
H -0.71 -3.87 -1.14
C 1.59 -2.14 1.54
Pd 0.34 1.75 -1.28
C 0.56 -5.40 -1.95
H 2.06 -6.79 -2.60
C 2.27 -0.74 3.39
C 1.09 -2.30 0.15
C 2.41 -1.86 4.20
H -0.78 0.57 5.54
H 2.26 -4.00 4.30
C 4.37 2.80 -1.09
C -3.11 -1.35 -0.45
C -2.15 1.76 -2.28
H -6.11 -2.55 0.53
H -0.41 6.88 -1.50
C 2.60 5.36 -1.19
*
```



Entry 3:
# C35H53Cl2N2OPPm

A molecular structure, C35H53Cl2N2OPPm in a non-equilibrium geometry (the ωB97M-V functional and the def2-TZVPD basis, the OMol25 dataset).

Values from the calculation:
**Frontier orbital gap (alpha / beta)**: 4.6552 / 4.8293 eV
**Molecular weight**: 764.7 g mol⁻¹
**Total energy**: -93071.412 eV
**<S²>**: 6.009

```
! RIJCOSX wB97M-V def2-TZVPD def2/J DEFGRID3
* xyz -1 5
H -1.46 -4.60 -5.05
H 3.67 -0.38 -6.66
H 0.43 0.86 10.26
H -3.36 -0.73 8.67
C 1.90 1.28 -3.54
H 3.60 0.14 5.52
C -2.97 2.14 -5.13
C 2.10 -0.02 4.00
C -1.28 5.27 1.94
H 1.16 -4.79 -4.98
C -1.35 -1.21 9.35
C -1.44 -4.65 -3.95
H 2.76 0.43 3.29
C -2.65 0.81 -5.83
H 1.32 -0.06 -5.91
C 0.44 -1.02 5.96
C 1.08 -4.84 -3.89
H -3.94 2.52 -5.46
C 3.33 1.73 -3.91
H -2.63 0.95 -6.92
H -0.82 6.53 0.25
H -1.42 -3.26 -2.29
C -0.01 -0.91 4.63
C -0.25 -5.51 -3.50
C 0.01 4.55 0.02
H 0.10 1.10 7.21
H -1.40 -0.44 10.15
C -1.31 0.06 -3.82
H 1.72 0.55 9.05
H -0.50 0.94 -5.62
Cl -2.02 -0.51 0.60
C 1.76 -0.66 6.26
H 1.92 -1.65 -5.43
H -3.27 -1.96 9.99
H 4.70 1.65 -5.59
H -1.57 3.80 3.48
C 1.16 -3.41 -3.32
C -1.35 -3.23 -3.38
H 4.17 -0.71 -5.00
H -0.31 -6.51 -3.95
C 0.15 3.29 0.59
C 0.78 1.09 9.24
H -0.81 2.12 -3.33
H 1.17 -3.45 -2.22
C -0.03 -2.54 -3.78
C -2.94 1.98 -3.60
H -0.78 -2.08 9.75
C -1.61 1.40 -3.12
H 2.11 -2.95 -3.62
H 0.46 4.76 -0.94
H -2.20 -2.64 -3.74
H 1.68 1.53 -2.50
C 2.03 -0.57 -5.25
H -3.44 0.09 -5.61
H -2.86 -2.44 8.32
H 0.75 2.53 0.08
N -0.65 -0.68 8.17
C 3.67 1.36 -5.36
H -2.38 -5.12 -3.63
H 4.04 1.24 -3.23
N 0.82 -0.41 3.67
H 2.14 -0.75 7.27
C -0.43 2.99 1.84
H 2.47 -0.74 -3.16
C -2.79 -1.61 9.05
H -2.15 -0.61 -3.57
C 2.59 -0.17 5.28
H 0.00 -2.46 -4.87
H 3.02 1.93 -6.04
H -1.62 1.25 -2.03
C -0.34 1.67 2.45
C -0.42 -1.47 7.06
Pm 0.00 0.17 1.44
C -1.13 4.01 2.51
C 1.72 -0.23 -3.78
C -1.31 0.24 -5.34
H 3.43 2.81 -3.76
O -0.89 -2.60 6.99
H -1.20 1.35 8.38
C -0.71 5.54 0.69
H -2.22 2.89 -5.42
H 1.19 1.84 -4.16
H -1.83 6.05 2.47
C 3.46 -0.14 -5.61
H 1.93 -5.43 -3.53
H -0.28 -5.64 -2.41
H -3.76 1.31 -3.30
H -3.13 2.95 -3.12
H -1.03 -1.15 4.37
Cl 2.22 0.21 0.88
P 0.12 -0.84 -3.00
H -1.10 -0.71 -5.85
H -0.60 1.64 3.51
C -0.28 0.75 8.19
H 0.99 2.18 9.19
*
```



Entry 4:
# C5H8BrI

A molecular structure, C5H8BrI (the ωB97M-V functional and the def2-TZVPD basis, the OMol25 dataset).

Values from the calculation:
**Frontier orbital gap**: 7.5336 eV
**Molecular weight**: 274.9 g mol⁻¹
**Total energy**: -83453.654 eV
**Relative energy (zero: lowest compared OMol25 entry of this formula, charge and spin)**: 2.993 eV

```
! RIJCOSX wB97M-V def2-TZVPD def2/J DEFGRID3
* xyz 0 1
H 0.98 -0.82 0.14
H -1.82 -2.07 0.05
H -1.65 0.41 -0.91
H -0.06 1.25 -0.74
C 2.22 2.15 -0.99
C -0.10 -0.78 0.15
I 2.55 4.10 -1.61
H -0.31 -2.89 0.48
C -0.73 0.19 1.10
H -1.67 -0.08 1.56
Br 2.74 1.80 0.74
C -0.75 -2.11 -0.14
C -0.72 0.48 -0.37
H -0.09 0.77 1.75
H -0.61 -2.39 -1.19
*
```